# 1
59
Properties=species:S:1:pos:R:3 method="wB97M-V/def2-TZVPD" charge=-2 homo_lumo_gap_ev=1.9 molar_mass_g_mol=439.50 fmax_ev_per_a=9.2
C 2.797 -3.605 1.671
C 2.864 -2.707 0.455
C 1.623 -1.653 0.046
C 0.523 -2.718 -0.499
C -0.988 -2.178 -0.758
C -1.657 -1.285 0.438
C -3.215 -1.805 0.758
C -4.346 -0.786 0.125
C -4.518 0.609 1.017
O 1.462 -0.958 1.332
S 2.971 -0.116 1.542
O 2.731 1.344 2.092
O 3.928 -0.653 2.678
O 3.591 -0.245 -0.079
C 2.417 -0.628 -0.936
C 2.969 -1.295 -2.368
C 1.831 -1.112 -3.580
F 2.030 -2.158 -4.609
N 1.913 0.684 -1.382
C 0.543 1.092 -0.971
C 0.075 1.901 0.380
O -0.456 0.850 -1.866
C 2.915 1.792 -1.489
C 3.726 1.960 -2.942
O 3.209 2.723 -0.571
H 1.768 -3.858 2.220
H 3.745 -4.143 2.097
H 3.834 -2.838 -0.210
H 0.921 -3.169 -1.530
H 0.425 -3.669 0.217
H -1.014 -1.685 -1.827
H -1.678 -3.149 -0.858
H -1.107 -1.348 1.477
H -1.802 -0.139 0.137
H -3.360 -1.746 1.941
H -3.394 -2.923 0.467
H -5.375 -1.375 0.057
H -3.980 -0.469 -0.955
H -4.993 0.370 2.065
H -3.481 1.138 1.203
H -5.216 1.340 0.398
H 3.162 -2.445 -2.297
H 4.008 -0.809 -2.700
H 0.794 -1.328 -3.058
H 1.790 -0.019 -4.005
H 0.593 2.961 0.512
H 0.212 1.320 1.384
H -1.092 2.144 0.302
H 4.666 1.266 -3.006
H 4.082 3.089 -3.007
H 2.955 1.817 -3.825
O -3.969 5.254 3.484
C -3.114 4.222 3.483
C -3.237 3.431 2.097
O -2.402 2.382 2.106
H -3.245 3.462 4.273
H -2.041 4.460 3.592
H -3.079 4.189 1.309
H -4.313 3.214 1.971

# 2
59
Properties=species:S:1:pos:R:3 method="wB97M-V/def2-TZVPD" e_above_lowest_kj_mol=0.0 homo_lumo_gap_ev=3.6 molar_mass_g_mol=414.46 fmax_ev_per_a=11.6
C 0.262 -1.874 -0.041
C 1.383 -2.161 -1.040
C 2.567 -1.145 -0.887
C 3.495 -1.447 0.238
C 4.026 -2.999 0.049
C 2.916 -4.151 -0.098
N 1.874 -3.665 -0.926
O 1.202 -4.427 -1.670
C 2.231 -4.572 1.209
C 3.583 -5.465 -0.699
C 0.879 -1.933 -2.440
H -0.407 -0.991 -0.459
H 0.725 -1.390 0.792
H -0.517 -2.607 0.088
H 2.020 -0.145 -0.750
H 2.965 -1.140 -1.857
H 2.977 -1.364 1.102
H 4.395 -0.748 0.282
H 4.754 -3.113 0.669
H 4.848 -2.948 -0.803
H 1.687 -5.523 1.036
H 1.983 -3.711 1.730
H 3.073 -4.897 2.036
H 3.642 -5.220 -1.721
H 2.814 -6.274 -0.596
H 4.220 -5.619 -0.023
H -0.164 -2.207 -2.715
H 1.634 -2.444 -3.179
H 0.634 -0.823 -2.678
N -0.737 1.922 -0.788
O 0.219 1.451 -0.239
O -1.119 3.068 -0.649
O -1.698 1.151 -0.994
C -5.231 2.231 -1.236
C -6.441 1.633 -2.050
C -7.802 2.319 -1.981
C -7.867 3.520 -1.058
C -6.750 4.027 -0.191
C -5.370 3.297 -0.308
N -9.124 4.152 -0.948
O -9.067 5.407 -0.851
O -10.221 3.535 -1.167
H -4.212 1.766 -1.229
H -6.387 0.702 -2.575
H -8.521 1.844 -2.418
H -6.955 4.899 0.520
H -4.637 3.668 0.424
C 3.301 2.109 1.315
O 4.528 1.719 1.064
N 3.026 2.763 2.416
C 1.635 3.234 2.783
C 4.058 3.179 3.407
H 2.412 1.796 0.732
H 1.257 3.884 2.143
H 1.702 3.781 3.698
H 1.074 2.284 2.778
H 4.516 2.167 3.870
H 3.817 4.021 4.098
H 4.878 3.484 2.802

# 3
55
Properties=species:S:1:pos:R:3 method="wB97M-V/def2-TZVPD" smiles="C=CCC1(CC=C)CCCN1C(=O)Cn1nnnc1CN(C)C(C)C" homo_lumo_gap_ev=9.1 molar_mass_g_mol=346.48 fmax_ev_per_a=1.3
C -2.959 3.615 0.289
C -2.272 3.980 -0.777
C -1.762 3.015 -1.802
C -0.291 2.608 -1.560
C 0.135 1.595 -2.645
C 1.496 1.028 -2.403
C 2.537 1.215 -3.193
C 0.659 3.816 -1.532
C 0.833 4.150 -0.054
C 0.756 2.784 0.619
N -0.149 2.026 -0.219
C -0.779 0.897 0.136
O -1.530 0.270 -0.585
C -0.464 0.402 1.560
N -1.166 -0.813 1.829
N -2.154 -0.855 2.731
N -2.642 -2.022 2.711
N -2.028 -2.783 1.817
C -1.101 -2.042 1.252
C -0.140 -2.475 0.194
N 1.057 -3.158 0.641
C 1.871 -2.359 1.526
C 0.967 -4.566 1.017
C 0.317 -5.386 -0.095
C 0.273 -4.852 2.354
H -3.307 4.327 1.019
H -3.215 2.584 0.469
H -2.040 5.024 -0.946
H -2.365 2.107 -1.774
H -1.834 3.452 -2.799
H 0.106 2.100 -3.611
H -0.591 0.780 -2.652
H 1.596 0.422 -1.512
H 3.499 0.778 -2.986
H 2.466 1.804 -4.094
H 1.620 3.529 -1.962
H 0.261 4.651 -2.102
H 0.014 4.777 0.296
H 1.774 4.655 0.152
H 1.745 2.305 0.636
H 0.385 2.859 1.642
H -0.817 1.129 2.297
H 0.615 0.257 1.677
H 0.178 -1.590 -0.368
H -0.681 -3.129 -0.488
H 2.145 -1.436 1.010
H 2.788 -2.902 1.752
H 1.386 -2.099 2.479
H 2.016 -4.888 1.100
H -0.763 -5.262 -0.090
H 0.535 -6.440 0.061
H 0.712 -5.091 -1.064
H 0.331 -5.915 2.571
H -0.774 -4.563 2.309
H 0.754 -4.313 3.168